*a*
Computed, not measured: a molecular structure, C3H2O3Zn, with the ωB97M-V functional and the def2-TZVPD basis.

## Properties
HOMO level in Eh: -0.702
LUMO energy in eV: -13.9
Kohn-Sham gap in eV: 5.2314
Net charge: +2

Last column: Löwdin charge in e.
Geometry (Å):
C1 -1.16479 0.61737 -0.52614  0.16
C2 -1.32179 -0.35391 0.36093  -0.02
O1 -0.12555 -0.88301 0.72770  0.19
C3 0.80568 -0.45719 -0.14191  -0.51
O2 0.36884 0.58965 -0.77003  0.17
O3 1.98174 -0.79789 -0.08344  0.03
H1 -1.76642 0.91500 -1.37900  0.17
Zn1 3.24691 0.08225 0.75702  1.57
H2 -2.02462 0.28774 1.05487  0.24

*b*
Computed, not measured: a molecular structure, C3H2O3Zn, with the ωB97M-V functional and the def2-TZVPD basis.

## Properties
HOMO level (spin up / spin down) in Eh: -0.722 / -0.722
LUMO energy (spin up / spin down) in eV: -12.9 / -12.9
Kohn-Sham gap (spin up / spin down) in eV: 6.7083 / 6.7096
Net charge: +2

Last column: Löwdin charge in e.
Geometry (Å):
O1 1.61311 0.42032 0.10110  -0.11
C1 2.29832 -0.57746 -0.10551  0.12
H1 3.33208 -0.57313 0.26417  0.15
H2 1.84284 -1.44513 -0.60447  0.14
O2 -0.34197 0.23346 0.42307  -0.13
Zn1 0.07986 1.53417 -0.78699  1.38
O3 -1.90658 0.82822 0.22456  0.05
C2 -2.88618 0.13124 0.21764  -0.09
C3 -4.03149 -0.55169 0.26643  0.49

The winner here is *a*, beating the second structure by 185.6 kcal/mol.

*a*
Computed, not measured: 9 unconnected molecules or ions with the total composition C33H92N8O9, with the ωB97M-V functional and the def2-TZVPD basis.

## Properties
Structure (SMILES): COC[C@H](C)N.COC[C@H](C)N.COC[C@H](C)N.COC[C@H](C)N.COC[C@H](C)N.COC[C@H](C)N.COC[C@H](C)N.COC[C@H](C)N.CO
HOMO level in Eh: -0.316
LUMO energy in eV: 0.4
Kohn-Sham gap in eV: 9.0021

Last column: Löwdin charge in e.
Geometry (Å):
C1 -1.28733 2.65440 -3.55269  -0.07
O1 -2.29041 1.75995 -3.05972  -0.23
C2 -1.81760 0.58105 -2.50386  -0.21
C3 -3.01790 -0.11644 -1.72105  -0.39
C4 -4.21882 -0.19423 -2.68416  -0.03
N1 -3.39218 0.57233 -0.48819  0.08
H1 -0.52084 2.89185 -2.80810  0.06
H2 -1.65153 3.50386 -4.14344  0.09
H3 -0.68863 2.08629 -4.27149  0.08
H4 -1.39269 -0.08883 -3.30773  0.14
H5 -1.05130 0.69799 -1.73586  0.08
H6 -2.67629 -1.13125 -1.46499  0.10
H7 -4.59685 0.79441 -2.86376  0.06
H8 -4.91605 -0.75387 -2.14302  0.05
H9 -3.90247 -0.72163 -3.57001  0.08
H10 -3.84629 1.40977 -0.75830  0.03
H11 -2.53692 0.96753 -0.07362  0.07
C5 6.66925 -0.59107 -0.18260  -0.13
O2 5.53613 -0.36537 0.58958  -0.22
C6 5.79757 -0.07746 1.89554  -0.26
C7 4.58844 -0.38909 2.70825  -0.39
C8 3.71364 0.82151 2.73807  -0.07
N2 5.01359 -0.91044 4.10071  0.05
H12 6.49121 -0.68497 -1.27095  0.08
H13 7.13762 -1.56668 0.13357  0.10
H14 7.48102 0.20058 0.07625  0.12
H15 6.63328 -0.74423 2.11834  0.12
H16 6.15977 0.94131 1.94385  0.13
H17 4.06359 -1.28823 2.31775  0.15
H18 2.83242 0.63868 3.36680  0.07
H19 3.48874 1.17173 1.74559  0.06
H20 4.28270 1.64982 3.13913  0.06
H21 5.24748 -0.07833 4.62811  0.05
H22 4.13912 -1.28340 4.51234  0.05
C9 -2.48276 -4.68899 1.14228  -0.06
O3 -3.68737 -4.02562 1.56974  -0.17
C10 -3.43271 -2.66896 1.71035  -0.27
C11 -4.72872 -2.09839 2.20312  -0.45
C12 -5.77001 -2.25438 1.10920  -0.06
N3 -4.52718 -0.68326 2.45409  0.03
H23 -2.15987 -4.40233 0.13870  0.06
H24 -2.58502 -5.73019 1.18807  0.07
H25 -1.66060 -4.46711 1.84535  0.09
H26 -2.62384 -2.46459 2.42367  0.11
H27 -3.24078 -2.17915 0.76753  0.11
H28 -4.95960 -2.68623 3.08348  0.14
H29 -6.80416 -2.07437 1.40274  0.07
H30 -5.71751 -3.32819 0.74025  0.10
H31 -5.54090 -1.58413 0.27608  0.06
H32 -4.28273 -0.20257 1.58284  0.04
H33 -5.46323 -0.33562 2.82390  0.10
C13 1.45528 -7.25880 -3.74492  -0.09
O4 1.00880 -6.34169 -2.72118  -0.19
C14 -0.17439 -5.73816 -3.18317  -0.22
C15 -0.52316 -4.57888 -2.21092  -0.46
C16 -1.84455 -4.03958 -2.51974  -0.08
N4 0.54945 -3.62171 -2.19998  0.05
H34 0.81074 -8.16328 -3.81308  0.09
H35 2.48165 -7.55331 -3.52849  0.09
H36 1.30398 -6.77472 -4.70744  0.07
H37 0.03603 -5.36114 -4.15373  0.10
H38 -1.00927 -6.51035 -3.19454  0.15
H39 -0.56577 -5.00445 -1.20481  0.13
H40 -2.57286 -4.85891 -2.52234  0.09
H41 -1.88468 -3.61532 -3.57121  0.11
H42 -2.20824 -3.31851 -1.79888  0.05
H43 0.63131 -3.16503 -3.08973  0.07
H44 1.50990 -3.96711 -1.99230  0.08
C17 -1.59094 6.55305 -4.17469  -0.09
O5 -2.78640 5.97350 -3.57691  -0.20
C18 -2.59085 5.52905 -2.22498  -0.21
C19 -3.79535 4.77580 -1.61356  -0.39
C20 -3.36368 4.32478 -0.14891  -0.05
N5 -4.27772 3.57189 -2.25640  0.05
H45 -1.14713 7.26325 -3.51046  0.07
H46 -1.80957 7.11842 -5.09403  0.09
H47 -0.91686 5.74576 -4.45233  0.07
H48 -1.65589 4.92596 -2.18843  0.10
H49 -2.33363 6.42583 -1.57114  0.13
H50 -4.66782 5.38032 -1.49089  0.12
H51 -4.21253 3.78590 0.29040  0.07
H52 -2.98313 5.19611 0.45155  0.09
H53 -2.61943 3.54697 -0.25197  0.04
H54 -4.62671 3.62188 -3.18551  0.07
H55 -3.56531 2.83811 -2.28226  0.03
C21 3.25779 1.75056 -4.38194  -0.12
O6 2.84754 1.16358 -3.17822  -0.24
C22 3.57077 -0.00174 -2.77951  -0.15
C23 2.82223 -0.62227 -1.53496  -0.37
C24 3.31245 -2.08188 -1.32118  -0.06
N6 1.35772 -0.61011 -1.53405  0.04
H56 2.67428 2.60885 -4.63829  0.07
H57 3.07236 1.15237 -5.28504  0.09
H58 4.34333 2.06617 -4.39518  0.11
H59 3.67803 -0.76439 -3.56407  0.13
H60 4.55285 0.35463 -2.54583  0.11
H61 3.13786 0.00408 -0.69348  0.12
H62 4.41580 -2.07500 -1.22589  0.07
H63 3.10924 -2.88371 -2.00915  0.05
H64 2.89175 -2.43700 -0.34130  0.10
H65 0.98031 -1.44778 -2.04318  0.07
H66 1.11215 0.23337 -2.08120  0.07
C25 -2.87484 -1.05135 6.56923  -0.14
O7 -1.48852 -0.92176 6.57659  -0.19
C26 -0.89685 -1.43567 5.38124  -0.19
C27 0.64250 -1.56358 5.40831  -0.47
C28 1.31768 -0.29690 5.90321  -0.07
N7 1.27822 -2.03947 4.22977  0.05
H67 -3.19318 -2.10953 6.39813  0.09
H68 -3.33582 -0.54180 5.63972  0.10
H69 -3.34245 -0.57382 7.46702  0.10
H70 -1.32402 -2.46283 5.17200  0.13
H71 -1.26941 -0.95196 4.47632  0.11
H72 0.92763 -2.30041 6.20885  0.15
H73 2.40310 -0.43854 5.96466  0.07
H74 0.95014 -0.13911 6.94133  0.09
H75 1.11307 0.57420 5.30042  0.07
H76 1.17559 -1.30955 3.51227  0.05
H77 0.73588 -2.83558 3.89666  0.07
C29 3.07685 4.75134 2.69048  -0.07
O8 2.04693 4.67562 1.70350  -0.19
C30 2.48492 4.30901 0.42283  -0.24
C31 1.31348 3.85536 -0.41091  -0.43
C32 0.57215 2.64261 0.14915  -0.04
N8 1.74657 3.57901 -1.77656  0.04
H78 2.60381 5.01616 3.59755  0.07
H79 3.82066 5.43203 2.29630  0.08
H80 3.54691 3.72004 2.79507  0.08
H81 2.95120 5.15949 -0.08658  0.13
H82 3.18135 3.50382 0.47252  0.11
H83 0.64824 4.74527 -0.45934  0.14
H84 0.40549 2.77618 1.22900  0.09
H85 1.09825 1.67954 0.00438  0.07
H86 -0.31296 2.44173 -0.41478  0.04
H87 2.17866 2.65763 -1.98661  0.06
H88 2.31937 4.33241 -2.22056  0.09
C33 -0.74645 -0.76470 1.69142  -0.16
O9 -0.68993 -0.64399 0.27778  -0.17
H89 -0.25528 -1.69602 2.05068  0.07
H90 -0.26916 0.09174 2.16315  0.07
H91 -1.78955 -0.71411 1.95105  0.04
H92 0.24751 -0.75132 -0.06756  0.05

*b*
Computed, not measured: 9 unconnected molecules or ions with the total composition C33H92N8O9, with the ωB97M-V functional and the def2-TZVPD basis.

## Properties
Structure (SMILES): COC[C@H](C)N.COC[C@H](C)N.COC[C@H](C)N.COC[C@H](C)N.COC[C@H](C)N.COC[C@H](C)N.COC[C@H](C)N.COC[C@H](C)N.CO
HOMO level in Eh: -0.335
LUMO energy in eV: 0.3
Kohn-Sham gap in eV: 9.4534

Last column: Löwdin charge in e.
Geometry (Å):
C1 -4.79523 24.02357 -19.21176  -0.11
O1 -5.14141 25.27754 -18.65523  -0.18
C2 -4.22123 25.55183 -17.61923  -0.23
C3 -4.53648 26.97234 -17.04590  -0.41
C4 -4.59285 28.00526 -18.21730  -0.07
N1 -3.47394 27.42115 -16.14840  0.02
H1 -5.39084 23.84792 -20.10757  0.09
H2 -5.11620 23.27326 -18.48917  0.08
H3 -3.72808 23.85985 -19.36170  0.09
H4 -4.37823 24.87342 -16.78065  0.12
H5 -3.14990 25.52468 -17.81834  0.12
H6 -5.45350 26.83434 -16.47305  0.13
H7 -4.58375 29.06873 -17.97849  0.07
H8 -5.38036 27.74632 -18.92504  0.07
H9 -3.62042 27.95068 -18.70669  0.07
H10 -3.69230 28.35215 -15.82334  0.07
H11 -2.66962 27.54780 -16.74600  0.06
C5 2.02576 34.37137 -32.75202  -0.12
O2 0.82756 35.01183 -33.13225  -0.15
C6 -0.22077 34.17948 -32.77191  -0.26
C7 -1.54773 34.82739 -33.19802  -0.46
C8 -2.79695 34.07893 -32.70702  -0.07
N2 -1.54049 34.84425 -34.60716  0.04
H12 2.04951 34.23790 -31.67048  0.09
H13 2.91225 34.99606 -32.86162  0.09
H14 2.29565 33.44640 -33.26162  0.09
H15 -0.21935 33.22320 -33.29501  0.13
H16 -0.33643 33.93383 -31.71627  0.12
H17 -1.61702 35.77253 -32.65949  0.14
H18 -2.78967 33.88632 -31.63420  0.07
H19 -2.81218 33.04648 -33.05615  0.07
H20 -3.75443 34.51870 -32.98617  0.08
H21 -0.58596 34.97390 -34.91073  0.07
H22 -1.57368 33.86827 -34.86496  0.07
C9 5.66291 32.95746 -24.32903  -0.10
O3 5.86234 31.58654 -24.00634  -0.19
C10 7.17119 31.27485 -23.66225  -0.21
C11 7.42635 29.71195 -23.47902  -0.42
C12 8.81799 29.44362 -22.99349  -0.10
N3 7.21478 28.89148 -24.67893  0.03
H23 6.39045 33.44586 -24.97730  0.08
H24 5.68383 33.50781 -23.38840  0.09
H25 4.73855 33.02632 -24.90254  0.09
H26 7.86658 31.62301 -24.42600  0.12
H27 7.43719 31.82368 -22.75885  0.12
H28 6.83366 29.27406 -22.67586  0.13
H29 9.59843 29.86096 -23.62975  0.08
H30 9.03224 28.38143 -22.87532  0.08
H31 8.85227 29.91266 -22.01017  0.08
H32 7.88861 29.02486 -25.41938  0.07
H33 6.34058 29.25874 -25.02677  0.06
C13 -10.88650 31.98862 -31.42783  -0.08
O4 -11.78343 32.25913 -32.51279  -0.19
C14 -11.33658 31.89078 -33.77032  -0.21
C15 -12.49071 32.19698 -34.80096  -0.45
C16 -13.66545 31.27020 -34.76451  -0.07
N4 -11.99467 32.20282 -36.16501  0.01
H34 -11.29704 32.56806 -30.60090  0.09
H35 -9.87169 32.33517 -31.62317  0.08
H36 -10.82816 30.92290 -31.20661  0.09
H37 -10.47068 32.47520 -34.08136  0.11
H38 -11.01445 30.85320 -33.85831  0.13
H39 -12.82293 33.23161 -34.71575  0.13
H40 -13.40934 30.23003 -34.96592  0.08
H41 -14.35051 31.60295 -35.54429  0.07
H42 -14.13284 31.43902 -33.79438  0.08
H43 -12.55233 32.81547 -36.74273  0.07
H44 -11.06969 32.60575 -36.11831  0.06
C17 3.04121 29.06091 -16.36562  -0.14
O5 2.45388 28.93370 -15.10299  -0.19
C18 3.43260 28.72662 -14.05521  -0.19
C19 2.73301 28.71319 -12.70883  -0.46
C20 3.67848 28.72679 -11.55963  -0.08
N5 1.81857 27.57645 -12.58630  0.05
H45 3.83202 29.81103 -16.37214  0.08
H46 2.33480 29.41479 -17.11653  0.09
H47 3.58005 28.15483 -16.64266  0.08
H48 3.91579 27.78662 -14.32174  0.12
H49 4.23089 29.46475 -14.13272  0.12
H50 2.20037 29.65783 -12.59904  0.14
H51 4.33598 27.85873 -11.51183  0.08
H52 3.10867 28.65918 -10.63289  0.08
H53 4.18154 29.69346 -11.53618  0.08
H54 2.31824 26.74992 -12.88174  0.07
H55 1.08022 27.69500 -13.26519  0.07
C21 -1.49847 36.43558 -22.52150  -0.10
O6 -2.06615 36.60783 -23.82929  -0.22
C22 -3.13724 37.60099 -23.83213  -0.18
C23 -3.28178 37.90468 -25.31655  -0.43
C24 -2.02910 38.45313 -26.10210  -0.05
N6 -4.41174 38.84049 -25.42738  0.02
H56 -1.15995 37.38313 -22.10238  0.08
H57 -0.70174 35.71488 -22.70570  0.09
H58 -2.22049 36.04911 -21.80217  0.08
H59 -4.03577 37.10256 -23.46837  0.12
H60 -2.85087 38.49892 -23.28458  0.13
H61 -3.53284 36.99262 -25.85806  0.12
H62 -2.23790 38.60108 -27.16163  0.07
H63 -1.18751 37.76518 -26.02113  0.07
H64 -1.75856 39.45179 -25.75916  0.07
H65 -4.65560 38.94633 -26.40177  0.07
H66 -5.19671 38.48572 -24.90006  0.06
C25 -3.86977 30.30358 -25.05274  -0.11
O7 -3.08733 29.36767 -25.79996  -0.19
C26 -2.13952 28.65715 -24.93024  -0.19
C27 -0.96750 28.17332 -25.78623  -0.46
C28 0.03099 27.29029 -25.00353  -0.06
N7 -0.25132 29.32726 -26.28333  0.04
H67 -4.23018 31.07028 -25.73858  0.09
H68 -3.27056 30.75687 -24.26309  0.08
H69 -4.69301 29.84182 -24.50762  0.08
H70 -1.72402 29.21416 -24.09048  0.12
H71 -2.60399 27.85577 -24.35566  0.12
H72 -1.33571 27.57846 -26.62209  0.13
H73 0.31550 27.77576 -24.07001  0.08
H74 0.87975 27.00408 -25.62464  0.08
H75 -0.52490 26.37174 -24.81549  0.07
H76 0.36188 29.63841 -25.54354  0.07
H77 -1.02001 29.98100 -26.32599  0.06
C29 -12.55397 27.56101 -25.89342  -0.10
O8 -13.64739 27.43145 -26.79537  -0.20
C30 -14.58788 28.51749 -26.77090  -0.20
C31 -15.77504 28.28151 -27.69726  -0.45
C32 -16.49940 29.60566 -27.90464  -0.08
N8 -16.79448 27.42347 -27.13119  0.03
H78 -13.00595 27.21611 -24.96345  0.09
H79 -12.22693 28.59688 -25.80334  0.08
H80 -11.75215 26.88330 -26.18653  0.09
H81 -14.93317 28.75774 -25.76534  0.13
H82 -14.07872 29.44625 -27.02834  0.12
H83 -15.49626 27.90900 -28.68297  0.14
H84 -15.95065 30.36868 -28.45668  0.08
H85 -16.60313 30.05635 -26.91761  0.08
H86 -17.50318 29.52605 -28.32198  0.08
H87 -16.27134 26.55999 -27.10236  0.07
H88 -17.54576 27.28854 -27.79261  0.07
C33 2.96871 27.72631 -32.64749  -0.16
O9 1.86174 27.16150 -31.93666  -0.13
H89 3.78325 27.82186 -31.92951  0.08
H90 3.25322 27.20026 -33.55876  0.08
H91 2.72498 28.69596 -33.08162  0.07
H92 1.63579 27.74161 -31.20589  0.07

The winner here is *a*, beating the second structure by 42.3 kcal/mol.